Formula: C30H50NO2P2Pb
Source: OMol25
Level of theory: wB97M-V/def2-TZVPD

Summary:
**Charge**: +3
**LUMO energy (spin up / spin down)**: -11.322 / -11.328 eV
**Strongest force on any atom**: 0.11 eV/Å
**Electronic energy**: -2252.9772 Ha
**HOMO energy (spin up / spin down)**: -16.82 / -16.81 eV
**Spin multiplicity**: 1
**Energy above the lowest of the compared OMol25 structures with the same formula, charge and spin**: 0.0 kcal/mol

Structure (XYZ):
```
86
Properties=species:S:1:pos:R:3:forces:R:3
H 0.512795 -3.317022 -1.273192 0.0013 -0.0020 -0.0043
H -3.526951 -4.467725 -0.181714 0.0030 -0.0062 -0.0046
H -0.915412 4.940851 -0.780642 0.0090 -0.0016 -0.0024
N -0.702695 -0.197191 2.379562 0.0234 -0.0494 -0.0275
H 0.740387 5.508268 -0.665993 0.0018 0.0011 0.0019
H 0.298380 -0.762515 4.855904 0.0027 0.0001 -0.0010
H -2.663603 1.211291 -0.178781 0.0011 -0.0109 0.0059
C -1.041443 3.358909 2.869265 0.0021 0.0004 -0.0151
H -1.989490 2.301246 5.968544 -0.0023 -0.0008 0.0008
C -2.059699 2.400133 -1.858012 0.0070 0.0022 -0.0005
H 4.460312 1.756152 -1.575752 0.0030 -0.0019 -0.0020
C 1.803073 3.416979 0.809430 0.0056 -0.0070 -0.0184
C -0.534335 -1.402253 2.952524 0.0305 0.0157 0.0743
C 2.551976 0.375465 -2.862423 0.0396 0.0026 0.0777
H 0.651843 -3.031359 5.693817 0.0010 -0.0007 -0.0010
H -0.132082 -4.920216 -1.599848 0.0059 0.0017 -0.0024
C -1.609979 4.753356 4.886971 0.0099 0.0020 0.0007
H -1.698893 0.127720 4.881575 -0.0025 0.0011 -0.0004
C -1.629510 2.246136 4.949044 0.0043 0.0060 0.0015
H 3.916322 1.191589 0.019272 -0.0004 0.0054 -0.0055
C 1.134077 0.424065 -3.345427 -0.0870 -0.0096 0.0281
C -3.170088 3.244899 0.270033 0.0032 0.0065 0.0141
C 3.948015 0.955875 -1.041688 -0.0033 -0.0133 0.0184
C -3.214414 -1.543705 0.840956 0.0190 -0.0072 0.0005
C -1.397119 3.437088 4.235690 -0.0073 -0.0050 0.0021
C -0.792775 -2.534969 2.107814 0.0262 -0.0351 0.0221
H -0.205623 5.328542 0.791090 -0.0040 0.0066 -0.0050
H -1.351518 -0.094641 -3.716341 -0.0049 -0.0011 0.0043
C -2.237102 2.206432 -0.348706 0.0214 0.0147 0.0125
H -4.217816 -2.409243 -0.894996 0.0013 0.0051 -0.0066
H 4.481520 0.015453 -1.190440 0.0003 0.0000 0.0019
H -4.115134 3.237235 -0.274561 -0.0014 -0.0003 -0.0003
H 1.079928 -0.028823 -4.336468 -0.0088 0.0008 -0.0017
C -1.542241 -3.643886 -0.585830 0.0023 0.0114 0.0229
H 2.222608 2.410195 0.891408 -0.0064 0.0128 0.0044
H -0.945635 4.287410 2.325204 0.0006 -0.0003 0.0004
C 0.553059 3.463017 -0.074302 -0.0167 -0.0108 0.0101
C -0.110611 -4.117129 -0.863507 -0.0063 -0.0051 0.0006
C -0.018601 -1.611603 4.265652 -0.0045 0.0141 -0.0141
H -4.932670 -1.927752 2.070220 -0.0006 -0.0009 0.0031
C 0.214472 -2.878250 4.715208 0.0010 -0.0029 0.0092
H 0.382051 -4.506616 0.027649 -0.0030 -0.0010 -0.0014
C -1.439073 1.034073 4.352296 -0.0057 -0.0160 0.0180
H -1.932036 -3.228729 -1.522536 0.0054 0.0038 -0.0056
H -2.260575 -5.215124 0.784976 -0.0066 -0.0060 -0.0037
H -3.015427 2.245439 -2.359019 -0.0002 0.0022 -0.0001
H -1.338364 1.695944 -2.276507 -0.0100 -0.0013 -0.0025
O 0.281687 -0.320838 -2.439584 0.1044 0.0185 -0.0361
H -1.201556 4.757409 5.898487 -0.0034 -0.0003 0.0019
C -0.861652 2.159467 2.229880 0.0127 0.0519 -0.0210
H -0.772476 -4.670755 2.008296 0.0002 0.0063 0.0007
H -3.391561 3.027377 1.314479 -0.0086 0.0047 -0.0039
C -3.945072 -2.361173 1.906277 -0.0065 0.0001 -0.0007
H 0.761995 1.450141 -3.405423 -0.0016 -0.0006 0.0056
H -4.977417 -0.966126 -0.248561 -0.0040 -0.0059 -0.0023
Pb 0.759178 -0.329125 -0.006358 -0.0061 -0.0769 -0.0258
C 0.186991 -5.369204 4.425783 0.0028 -0.0057 0.0030
H -1.182801 5.573370 4.314987 -0.0046 0.0015 -0.0005
H 3.168579 1.012982 -3.501978 0.0022 -0.0057 -0.0008
C -4.013990 -1.431255 -0.458587 0.0036 -0.0069 0.0040
P -0.561030 2.078231 0.418807 -0.0498 0.0198 -0.0068
H -3.418033 -2.357677 2.861405 0.0018 0.0028 -0.0007
H -2.765849 4.254590 0.203948 -0.0054 -0.0048 -0.0015
H -0.036047 -6.140359 3.693331 0.0010 -0.0002 0.0002
O 2.592528 0.845711 -1.512236 -0.0167 0.0157 -0.0878
C -2.485870 -4.782979 -0.187822 -0.0004 -0.0002 0.0068
H 2.946415 -0.645037 -2.908309 0.0057 0.0056 0.0064
H 1.229406 -5.466914 4.739587 -0.0012 -0.0012 -0.0017
H -2.394602 -5.580398 -0.926064 0.0021 0.0001 -0.0018
H -1.558468 -1.215915 -2.355459 -0.0084 -0.0073 0.0084
C -0.559559 -3.797356 2.606268 -0.0079 -0.0056 -0.0131
C -0.866503 -0.864530 -3.115540 0.0058 -0.0022 -0.0110
H -3.054644 -0.534263 1.234257 0.0062 0.0016 0.0026
H 1.593728 3.776886 1.817141 -0.0018 0.0020 -0.0025
H -3.509516 -0.818792 -1.209868 0.0068 0.0018 -0.0030
H 0.842284 3.139200 -1.081658 0.0074 -0.0015 0.0016
H 2.573126 4.060041 0.383768 0.0062 -0.0052 0.0016
H -4.089554 -3.397137 1.604834 -0.0045 0.0080 0.0054
C -0.063142 -3.999361 3.905034 0.0020 0.0012 0.0047
C -0.973030 0.949180 3.003473 -0.0297 0.0119 0.0175
H -1.727029 3.409416 -2.098015 -0.0014 -0.0004 0.0037
C -0.009750 4.881392 -0.182252 -0.0012 -0.0039 0.0090
H -0.558859 -1.690919 -3.756738 -0.0034 0.0018 0.0022
H -0.417798 -5.544263 5.319799 -0.0034 0.0014 -0.0012
H -2.686406 4.933557 4.988577 -0.0009 0.0001 0.0016
P -1.495510 -2.141083 0.476813 -0.0495 0.0573 -0.0745
```
Positions in Å, forces in eV/Å.



Formula: C30H52BCl16NO4
Source: OMol25
Level of theory: wB97M-V/def2-TZVPD

Summary:
**Charge**: 0
**LUMO energy**: -1.278 eV
**Strongest force on any atom**: 8.30 eV/Å
**Electronic energy**: -8917.6386 Ha
**SMILES**: CCCC1=C(B(C)O)C(=O)C=C(CC(=O)N(C)C)C1=O.ClCCCl.ClCCCl.ClCCCl.ClCCCl.ClCCCl.ClCCCl.ClCCCl.ClCCCl
**HOMO energy**: -9.20 eV
**Spin multiplicity**: 1

Structure (XYZ):
```
104
Properties=species:S:1:pos:R:3:forces:R:3
H 1.172565 5.134430 -2.722508 -0.0522 -0.2403 -0.1483
H -2.996162 1.920787 5.943918 0.5214 -0.1429 -0.2703
C 5.565954 -4.763431 -3.750565 0.9800 0.1491 0.0319
C 0.557181 4.270898 -2.993929 -0.2473 0.2640 -0.0286
C 0.816168 -0.269745 1.580744 0.3041 0.1710 -0.0455
C -6.811893 6.506333 8.027863 0.2654 0.3184 -0.0368
H 3.155007 -4.217380 -3.058468 0.7171 2.4209 -0.4636
H -1.158374 -5.888341 -1.963161 0.8054 0.7670 -2.3772
H -4.881526 6.914740 7.164849 -0.1375 -0.1075 0.1037
C -3.954555 5.740965 1.436817 -0.1496 -0.1009 -0.2440
Cl -4.557122 5.015547 8.501205 0.3760 0.7729 0.0085
H -5.984052 5.318882 0.852960 0.1656 0.0098 0.1117
H -1.512377 2.804845 5.550288 -0.0371 -0.2139 -0.1611
H -5.854665 6.559185 2.111144 0.1747 -0.2186 -0.0028
H -3.267811 2.860208 3.699334 0.1581 -0.0578 0.0676
C -0.756866 -4.150309 -6.161172 0.5497 0.7398 1.1038
C -2.587177 2.013969 3.831584 -0.3495 -0.1006 0.3664
H 0.849924 -2.911790 7.062425 -0.0657 0.0613 0.1805
O 2.566221 -4.842011 -5.853276 -3.3483 7.1311 2.2562
H -1.472920 -3.814525 -7.027791 1.4863 -0.7607 1.7159
H -0.429444 3.432882 -4.743235 0.2128 0.1452 0.1017
Cl 1.497535 2.795361 -2.659576 0.0121 0.0169 0.0781
H 5.730125 -2.933787 -2.348580 -1.1484 -0.2830 -2.0590
Cl 1.455997 4.594346 -5.566683 -0.0244 -0.0477 0.0537
C -5.436054 5.613441 1.752830 0.0264 0.2070 -0.2713
O 2.322995 0.116134 -7.285619 -2.9257 -5.4004 5.5859
H 4.681575 -5.339884 -4.266723 1.7574 1.2885 0.9926
H -6.896162 2.177929 9.115346 0.0478 -0.0366 -0.2143
C 2.764007 -1.068216 -4.966867 -1.1404 -4.8445 0.3866
H -0.215488 -4.398338 -2.654520 -0.9817 -2.0720 -0.5270
C 0.554649 -3.144691 -6.104268 0.6944 3.9638 -0.9374
H -0.068204 -6.072258 -3.587819 -1.5046 1.2015 1.2285
Cl 1.213915 -1.184500 -0.975928 -0.2217 -0.1762 -0.0188
C -0.235104 -1.903119 8.625850 0.1064 0.0618 -0.3085
Cl -0.443336 -1.456917 2.002101 0.0115 -0.0030 -0.0332
C 9.671274 -2.519846 -5.638813 0.2499 -0.0156 -0.1538
H -6.648863 6.973246 9.004545 -0.0125 -0.2214 -0.1902
Cl 8.165135 -2.146715 -4.763203 0.0818 -0.0370 0.0032
H 1.789032 -0.702440 1.834449 -0.2325 -0.0029 -0.1570
H -0.985162 -1.535946 7.919147 0.1179 -0.1261 0.0824
Cl 1.829147 -3.659274 9.057521 -0.0070 -0.0239 0.0328
H 9.880524 -1.663799 -6.287096 -0.0736 -0.1854 0.0293
H -3.319120 -5.230479 -2.021119 0.8015 1.9544 -1.6081
C 2.040734 -3.651994 -5.528796 1.4700 -3.4603 -1.4966
C 0.097766 4.343555 -4.441211 -0.1997 -0.0188 0.1284
H -5.412377 3.061987 8.721716 -0.4224 -0.7585 -0.1876
C 1.905781 -0.768329 -6.370810 1.7235 2.4515 -2.5588
C -6.027762 2.198455 8.450295 -0.1931 0.1182 0.0222
H 8.679907 -3.749283 -7.135574 0.1286 0.0092 0.2478
H -3.512589 4.773389 1.178059 -0.1179 0.1663 0.1674
B 3.467982 0.098933 -4.044705 0.6184 1.2655 0.2862
Cl -5.128946 2.521904 5.877541 -0.5168 0.0934 -0.0079
H -0.252731 0.478768 -0.160793 0.2010 -0.1980 0.0697
C -6.487177 2.271112 7.003013 -0.5136 -0.0972 0.3543
H -3.811895 6.417246 0.588782 -0.1069 -0.0652 0.1621
H -3.114387 1.103297 3.529561 0.2301 0.1437 0.0785
Cl 9.422499 -5.247290 -5.466639 -0.0394 0.0138 0.0164
H -7.167811 3.117351 6.870763 0.2352 -0.1849 0.0664
C 3.951142 1.480071 -4.859445 -0.0238 -0.3473 1.0566
H 3.177011 -2.505918 -2.269232 0.9979 -1.0357 -2.2668
Cl -5.756811 4.365861 2.983248 0.0395 0.0430 0.0649
H 10.444058 -3.905110 -7.095437 -0.0956 0.0696 0.1616
H 4.739584 1.995375 -4.157229 -1.3286 -0.7975 -1.6063
Cl -7.963104 5.163638 8.242938 -0.0674 0.0938 0.1273
C -2.127762 1.941313 5.278866 -0.0665 0.2856 0.0068
H 0.655447 0.602922 2.220632 -0.0103 -0.1947 -0.2130
C -0.791447 -5.390082 -2.970596 0.8270 0.4592 0.3194
H 5.936068 -5.360336 -2.796512 -0.9165 1.1861 -1.9730
H -7.298890 7.239372 7.377972 0.1200 -0.1729 0.0306
H -2.333555 -3.595964 -2.009585 -1.1036 -1.2834 -1.4158
C 0.451732 -3.134157 8.056844 -0.2342 0.1082 -0.1916
N -2.032421 -4.962995 -3.782553 1.1339 2.7145 0.3176
H 1.448626 0.964305 -0.067321 -0.0542 -0.1542 0.0706
H 2.767676 -0.190058 -2.166905 1.9912 -0.0458 -0.6569
H -0.311220 4.250372 -2.328878 0.0788 -0.0294 -0.1697
Cl -1.228946 2.264761 2.706112 -0.0155 0.1448 -0.0974
Cl -1.187407 0.465775 5.613219 0.1267 -0.0682 -0.0628
H 10.480216 -2.596386 -4.905159 -0.2422 -0.0798 -0.1311
C -2.933907 -4.329365 -2.702062 -0.7215 -0.2740 0.7319
C 5.184960 -3.217276 -3.344873 -0.5279 -0.4488 -1.0733
H -0.582868 5.189793 -4.573461 0.1418 -0.0938 0.1061
C 9.551551 -3.784099 -6.474453 0.0463 0.2434 -0.1872
Cl -3.031868 6.422669 2.800013 -0.0098 -0.0636 0.0450
C -5.505055 6.047479 7.401291 -0.2021 0.2310 -0.2455
H 0.478180 -1.094653 8.814698 -0.1124 -0.2549 0.0168
H -0.414523 -5.273632 -6.254619 -0.7730 2.3852 0.1766
C 3.553144 -3.105390 -3.221504 -0.8503 -0.6947 0.2335
Cl -1.089738 -2.252943 10.149167 0.0266 -0.0100 0.0335
O 3.671180 0.047492 -2.574949 -2.6308 -0.1080 -2.8166
C 2.818026 -2.525620 -4.567429 -0.6434 2.7003 -1.0147
H 4.348893 1.234693 -5.937734 -0.8906 0.7926 2.1705
H -5.676035 5.489463 6.475310 0.0211 0.0127 0.2121
H -7.014387 1.360439 6.700989 0.2641 0.1348 0.0462
C 0.750850 0.142559 0.118997 -0.1240 0.4347 0.4047
O -1.856209 -2.577769 -4.403150 1.3826 -7.5740 -2.4804
H 6.487150 -4.705730 -4.488690 -1.8962 -0.3477 1.4779
C -1.592534 -3.858325 -4.743180 -0.9860 5.0793 2.2802
Cl -5.087407 0.722918 8.784648 0.0939 -0.0840 -0.0598
C 0.516878 -1.687071 -6.526690 0.9274 -3.7374 1.3706
H -0.241466 -3.976481 7.964866 0.1438 0.2111 0.1371
H -0.462863 -1.188208 -6.935068 2.2141 -1.0969 0.7414
H -3.852754 -3.759261 -3.149459 1.9324 -1.2098 0.7147
H 5.494887 -2.526425 -4.267075 -0.4855 -1.3260 2.3497
H 3.000436 2.196494 -4.861765 2.0416 -1.5015 -0.3549
```
Positions in Å, forces in eV/Å.